The following is a DFT calculation (wB97M-V/def2-TZVPD) of a 6-piece molecular cluster, C23H42BN2O10 overall at a distorted geometry.

As for the LUMO energy: -4.46 eV. The HOMO energy comes out at -11.12 eV. The calculated total energy is -48657.6800 eV. The total charge is +1.

Element x y z (Å)
1 O -4.19 3.00 5.04
2 C -3.36 2.18 5.02
3 O -2.03 2.49 4.94
4 C -3.61 0.70 5.13
5 C -3.33 0.05 3.77
6 C -2.65 -1.28 3.78
7 C -2.77 -2.16 4.87
8 N -2.13 -3.33 4.84
9 O -2.27 -4.23 5.86
10 N -1.39 -3.79 3.87
11 C -1.25 -3.00 2.81
12 C -1.85 -1.72 2.70
13 C -1.58 -0.91 1.49
14 B -0.29 0.01 1.71
15 O -0.33 0.96 2.75
16 O 0.80 -0.14 0.93
17 H -1.69 2.42 4.04
18 H -4.62 0.53 5.49
19 H -2.91 0.33 5.88
20 H -2.70 0.71 3.19
21 H -4.26 -0.05 3.21
22 H -3.37 -1.95 5.75
23 H -2.03 -3.76 6.67
24 H -0.64 -3.40 2.02
25 H -1.41 -1.55 0.63
26 H -2.44 -0.30 1.25
27 H 0.20 0.73 3.53
28 H 1.64 -0.19 1.42
29 C 0.26 3.36 0.38
30 C -0.72 4.24 -0.38
31 O -1.87 3.90 -0.56
32 C -0.19 5.55 -0.90
33 H -0.25 2.45 0.69
34 H 1.11 3.10 -0.26
35 H 0.64 3.88 1.26
36 H 0.64 5.37 -1.58
37 H 0.18 6.16 -0.07
38 H -0.98 6.08 -1.42
39 C 3.85 0.55 -0.37
40 C 4.30 -0.69 0.35
41 O 3.48 -1.38 0.92
42 C 5.77 -0.99 0.37
43 H 2.77 0.61 -0.31
44 H 4.30 1.43 0.10
45 H 4.14 0.55 -1.43
46 H 6.32 -0.17 0.81
47 H 6.14 -1.12 -0.65
48 H 5.95 -1.90 0.94
49 C 8.57 2.62 -1.40
50 C 8.30 1.21 -1.87
51 O 8.20 0.29 -1.09
52 C 8.17 1.00 -3.36
53 H 8.65 2.64 -0.32
54 H 9.50 2.99 -1.83
55 H 7.77 3.28 -1.72
56 H 9.09 1.32 -3.86
57 H 7.35 1.61 -3.75
58 H 7.98 -0.04 -3.57
59 C -3.13 1.28 -1.85
60 C -3.17 -0.07 -2.52
61 O -3.09 -1.10 -1.88
62 C -3.32 -0.08 -4.02
63 H -3.02 1.16 -0.77
64 H -2.30 1.87 -2.22
65 H -4.05 1.83 -2.05
66 H -2.48 0.46 -4.47
67 H -4.24 0.42 -4.30
68 H -3.34 -1.10 -4.39
69 C -2.83 -4.82 -4.86
70 C -4.00 -3.93 -5.20
71 O -3.84 -2.85 -5.73
72 C -5.37 -4.45 -4.85
73 H -1.90 -4.35 -5.17
74 H -2.81 -5.02 -3.79
75 H -2.93 -5.78 -5.38
76 H -5.44 -4.63 -3.78
77 H -5.56 -5.39 -5.36
78 H -6.12 -3.72 -5.14

The following is a DFT calculation (wB97M-V/def2-TZVPD) of a 12-piece molecular cluster, C39H111N15O12 overall at a distorted geometry.

As for the LUMO energy: 0.18 eV. The HOMO energy comes out at -8.86 eV. The calculated total energy is -89155.0456 eV. The value obtained for the relative energy (zero: lowest compared OMol25 entry of this formula, charge and spin) is 950.1 kJ/mol.

Element x y z (Å)
1 C 11.05 -10.41 -20.24
2 C 11.97 -11.54 -20.82
3 C 12.93 -12.20 -19.84
4 O 13.67 -11.22 -19.12
5 C 14.79 -11.82 -18.31
6 N 11.11 -12.61 -21.40
7 H 10.28 -10.90 -19.65
8 H 10.63 -9.77 -21.02
9 H 11.76 -9.84 -19.64
10 H 12.48 -11.13 -21.69
11 H 13.65 -12.85 -20.34
12 H 12.38 -12.76 -19.08
13 H 14.60 -12.69 -17.68
14 H 15.31 -11.15 -17.63
15 H 15.47 -12.23 -19.06
16 H 11.55 -13.28 -22.01
17 H 10.34 -12.29 -21.98
18 C 8.03 0.47 -5.49
19 C 8.34 0.50 -4.02
20 C 8.60 1.94 -3.41
21 O 9.97 2.23 -3.52
22 C 10.23 3.54 -3.07
23 N 7.12 -0.02 -3.35
24 H 8.85 0.86 -6.08
25 H 7.07 0.89 -5.78
26 H 8.03 -0.61 -5.67
27 H 9.13 -0.20 -3.79
28 H 8.26 1.96 -2.37
29 H 7.89 2.61 -3.91
30 H 9.67 4.33 -3.56
31 H 11.26 3.86 -2.92
32 H 9.93 3.45 -2.02
33 H 7.20 0.02 -2.35
34 H 7.02 -0.96 -3.71
35 C 4.99 -9.76 -13.77
36 C 5.79 -9.85 -12.44
37 C 4.94 -9.25 -11.24
38 O 4.74 -7.88 -11.27
39 C 3.58 -7.40 -10.50
40 N 6.13 -11.32 -12.26
41 H 4.20 -10.49 -13.90
42 H 5.65 -10.07 -14.58
43 H 4.61 -8.76 -13.98
44 H 6.62 -9.17 -12.64
45 H 5.47 -9.45 -10.31
46 H 4.03 -9.83 -11.07
47 H 3.93 -7.40 -9.47
48 H 2.70 -8.00 -10.71
49 H 3.51 -6.33 -10.68
50 H 5.29 -11.87 -12.19
51 H 6.56 -11.42 -11.36
52 C 5.90 -9.53 -3.53
53 C 7.42 -9.98 -3.41
54 C 8.41 -8.89 -4.00
55 O 8.24 -8.68 -5.40
56 C 8.66 -7.36 -5.84
57 N 7.81 -10.28 -2.04
58 H 5.69 -8.75 -2.80
59 H 5.18 -10.33 -3.36
60 H 5.83 -9.13 -4.54
61 H 7.41 -10.87 -4.03
62 H 9.44 -9.18 -3.78
63 H 8.39 -7.93 -3.48
64 H 9.02 -7.46 -6.87
65 H 9.39 -6.83 -5.23
66 H 7.81 -6.68 -5.93
67 H 8.63 -10.87 -2.03
68 H 8.06 -9.44 -1.55
69 C 14.66 -11.00 -7.21
70 C 15.07 -10.42 -8.62
71 C 15.66 -9.06 -8.83
72 O 14.75 -8.14 -8.30
73 C 15.25 -6.81 -8.19
74 N 16.15 -11.35 -9.15
75 H 14.00 -10.26 -6.77
76 H 15.58 -11.05 -6.62
77 H 14.15 -11.96 -7.29
78 H 14.19 -10.50 -9.26
79 H 15.85 -8.89 -9.89
80 H 16.58 -8.92 -8.26
81 H 14.49 -6.07 -7.95
82 H 15.65 -6.51 -9.16
83 H 15.93 -6.65 -7.35
84 H 15.97 -11.65 -10.10
85 H 16.08 -12.21 -8.63
86 C -0.67 4.71 -15.47
87 C 0.24 4.19 -16.64
88 C 1.75 4.52 -16.54
89 O 2.14 3.70 -15.47
90 C 3.44 3.79 -15.12
91 N -0.01 2.80 -16.73
92 H -1.07 5.70 -15.72
93 H -0.12 4.85 -14.54
94 H -1.61 4.17 -15.34
95 H -0.21 4.59 -17.55
96 H 1.95 5.57 -16.34
97 H 2.19 4.23 -17.49
98 H 3.90 4.77 -15.02
99 H 3.86 3.32 -16.01
100 H 3.74 3.14 -14.30
101 H -0.93 2.68 -16.35
102 H 0.63 2.45 -16.03
103 C 9.08 -2.72 -12.21
104 C 9.33 -3.85 -13.33
105 C 10.50 -4.77 -13.11
106 O 10.78 -5.71 -14.16
107 C 11.58 -6.85 -13.87
108 N 8.12 -4.62 -13.67
109 H 9.93 -2.03 -12.22
110 H 9.03 -3.09 -11.18
111 H 8.17 -2.18 -12.45
112 H 9.56 -3.28 -14.23
113 H 10.31 -5.31 -12.18
114 H 11.44 -4.24 -12.94
115 H 12.60 -6.67 -13.54
116 H 11.62 -7.41 -14.81
117 H 11.10 -7.42 -13.08
118 H 7.77 -5.23 -12.95
119 H 8.31 -5.32 -14.37
120 C 11.38 -14.19 -12.50
121 C 10.86 -15.50 -12.19
122 C 10.64 -15.83 -10.73
123 O 9.54 -15.07 -10.22
124 C 9.27 -15.34 -8.82
125 N 9.74 -15.60 -13.11
126 H 10.66 -13.38 -12.33
127 H 11.80 -14.12 -13.51
128 H 12.19 -14.08 -11.78
129 H 11.40 -16.36 -12.60
130 H 11.62 -15.74 -10.27
131 H 10.30 -16.86 -10.66
132 H 8.41 -14.74 -8.51
133 H 10.05 -15.11 -8.10
134 H 8.86 -16.35 -8.76
135 H 9.89 -15.10 -13.97
136 H 9.03 -15.04 -12.66
137 C 17.94 -0.33 -21.93
138 C 17.37 -1.81 -21.95
139 C 17.13 -2.44 -20.62
140 O 16.27 -1.76 -19.66
141 C 15.80 -2.56 -18.58
142 N 16.00 -1.75 -22.61
143 H 18.64 -0.17 -21.10
144 H 17.25 0.51 -21.83
145 H 18.41 -0.23 -22.91
146 H 17.97 -2.39 -22.64
147 H 18.10 -2.67 -20.19
148 H 16.53 -3.34 -20.74
149 H 15.20 -1.98 -17.88
150 H 16.61 -3.04 -18.02
151 H 15.15 -3.37 -18.91
152 H 15.73 -2.69 -22.86
153 H 15.41 -1.48 -21.84
154 C 12.17 2.70 -19.78
155 O 11.78 3.46 -18.86
156 N 11.80 1.48 -19.92
157 N 12.82 3.14 -20.81
158 H 11.26 1.04 -19.19
159 H 12.28 0.96 -20.65
160 H 12.90 2.81 -21.77
161 H 13.11 4.09 -20.65
162 C 4.13 -0.51 -19.32
163 O 5.23 -0.71 -19.80
164 N 3.11 -0.12 -20.08
165 N 3.80 -0.72 -18.01
166 H 2.22 -0.08 -19.60
167 H 3.10 -0.17 -21.09
168 H 3.14 -0.01 -17.73
169 H 4.59 -0.97 -17.43
170 C 10.07 5.68 -13.53
171 O 9.49 5.97 -12.44
172 N 10.59 4.48 -13.79
173 N 10.16 6.48 -14.49
174 H 10.62 3.85 -13.00
175 H 10.98 4.41 -14.72
176 H 10.25 6.07 -15.41
177 H 9.54 7.25 -14.26

The following is a DFT calculation (wB97M-V/def2-TZVPD) of one molecule with the formula C5H5P at a distorted geometry.

As for the LUMO energy (spin up / spin down): 1.24 / -1.33 eV. Its spin multiplicity is 3. The HOMO energy (spin up / spin down) comes out at -6.68 / -9.45 eV. The expectation value of S² is 2.017. The calculated total energy is -14547.6402 eV. The value obtained for the relative energy (zero: lowest compared OMol25 entry of this formula, charge and spin) is 91.8 kJ/mol.

Element x y z (Å)
1 C 0.37 -0.55 1.07
2 C -1.12 -1.33 0.84
3 C 0.49 0.35 -0.05
4 C -0.81 1.07 -0.48
5 C -0.27 -0.06 -1.35
6 P -1.83 -0.65 -0.53
7 H 0.94 -1.00 1.86
8 H -1.33 -2.13 1.55
9 H 1.22 1.06 0.15
10 H -0.81 2.05 -0.97
11 H 0.00 -0.08 -2.34

The following is a DFT calculation (wB97M-V/def2-TZVPD) of one molecule with the formula C8H12 at a distorted geometry.

As for the LUMO energy: 0.91 eV. The HOMO energy comes out at -8.83 eV. The calculated total energy is -8486.0087 eV. The value obtained for the relative energy (zero: lowest compared OMol25 entry of this formula, charge and spin) is 344.8 kJ/mol.

Element x y z (Å)
1 C 0.00 0.44 0.68
2 C 1.06 -0.56 0.62
3 C 0.50 1.84 1.01
4 C -1.17 0.02 1.57
5 C -0.77 0.63 -0.92
6 C -0.68 -0.20 -1.91
7 C 0.24 -1.52 -1.84
8 C 0.70 -2.42 -2.51
9 H -1.39 1.51 -0.83
10 H -1.09 -0.12 -2.90
11 H -2.00 0.72 1.49
12 H 1.20 -1.15 1.52
13 H 2.00 -0.21 0.20
14 H 0.79 -1.36 -0.36
15 H 0.93 1.86 2.01
16 H -0.32 2.56 0.98
17 H 1.26 2.16 0.30
18 H -1.53 -0.97 1.30
19 H -0.85 0.00 2.62
20 H 1.13 -3.23 -3.03

The following is a DFT calculation (wB97M-V/def2-TZVPD) of a 5-piece molecular cluster, C33H62BCl2N2O16S overall at a distorted geometry.

As for the LUMO energy: 1.75 eV. The HOMO energy comes out at -5.22 eV. The calculated total energy is -107517.2518 eV. The total charge is -1.

Element x y z (Å)
1 C 3.61 6.09 2.62
2 C 2.37 5.29 1.85
3 C 2.46 3.65 2.04
4 C 2.49 3.28 3.65
5 B 3.65 2.93 1.16
6 O 4.97 3.20 1.77
7 O 3.66 3.47 -0.24
8 C 2.77 2.47 -0.92
9 C 2.57 2.65 -2.53
10 C 1.54 3.95 -2.73
11 S -0.21 3.31 -2.87
12 C -1.20 3.60 -1.31
13 N -2.03 4.84 -0.91
14 N -2.64 4.63 0.34
15 C -2.29 3.25 0.86
16 O -1.39 2.64 -0.17
17 C 3.02 0.95 -0.29
18 C 1.63 0.28 0.25
19 C 1.15 -1.11 -0.47
20 C 1.25 -1.13 -2.11
21 C 1.81 -2.47 0.24
22 C 4.25 0.04 -0.87
23 Cl 5.56 1.18 -1.61
24 C 5.06 -0.84 0.28
25 C 6.44 -0.09 0.83
26 Cl 5.69 -2.37 -0.65
27 O 3.61 1.43 1.01
28 H 3.47 6.00 3.78
29 H 3.52 7.23 2.29
30 H 4.68 5.74 2.28
31 H 1.31 5.62 2.27
32 H 2.41 5.63 0.72
33 H 1.43 3.22 1.62
34 H 2.18 4.28 4.22
35 H 1.71 2.45 3.92
36 H 3.58 2.99 3.99
37 H 5.51 3.84 1.21
38 H 1.71 2.80 -0.50
39 H 3.57 2.91 -3.09
40 H 2.04 1.76 -3.08
41 H 1.69 4.78 -1.91
42 H 1.84 4.45 -3.77
43 H -2.66 2.73 1.87
44 H 1.80 0.03 1.40
45 H 0.70 1.02 0.24
46 H -0.02 -1.21 -0.23
47 H 0.17 -1.09 -2.60
48 H 1.69 -2.20 -2.40
49 H 2.00 -0.35 -2.57
50 H 1.58 -2.51 1.40
51 H 1.20 -3.38 -0.23
52 H 2.94 -2.63 -0.03
53 H 3.98 -0.71 -1.73
54 H 4.30 -1.11 1.13
55 H 6.72 -0.67 1.83
56 H 6.27 1.02 1.13
57 H 7.32 -0.29 0.08
58 C -4.05 -7.34 0.58
59 C -3.67 -5.87 0.49
60 O -2.29 -5.67 0.82
61 C -1.40 -6.00 -0.15
62 O -1.68 -6.43 -1.26
63 O -0.15 -5.79 0.33
64 C 0.88 -6.19 -0.56
65 H -3.78 -7.74 1.56
66 H -5.12 -7.47 0.42
67 H -3.51 -7.93 -0.16
68 H -4.26 -5.30 1.22
69 H -3.90 -5.45 -0.50
70 H 0.76 -5.74 -1.55
71 H 0.90 -7.28 -0.64
72 H 1.84 -5.86 -0.15
73 C -3.26 -5.15 -3.53
74 C -3.30 -3.68 -3.92
75 O -4.15 -3.48 -5.07
76 C -5.48 -3.50 -4.82
77 O -6.01 -3.66 -3.74
78 O -6.13 -3.34 -6.01
79 C -7.54 -3.44 -5.90
80 H -2.96 -5.76 -4.39
81 H -2.54 -5.31 -2.72
82 H -4.24 -5.50 -3.20
83 H -2.30 -3.35 -4.21
84 H -3.63 -3.05 -3.09
85 H -7.94 -2.76 -5.14
86 H -7.83 -4.48 -5.69
87 H -7.97 -3.16 -6.87
88 C 7.11 10.29 -1.78
89 C 5.67 10.08 -1.34
90 O 5.61 9.53 -0.01
91 C 5.83 10.41 0.99
92 O 6.06 11.61 0.87
93 O 5.78 9.73 2.17
94 C 6.09 10.53 3.31
95 H 7.68 9.37 -1.67
96 H 7.15 10.62 -2.82
97 H 7.60 11.05 -1.16
98 H 5.19 9.35 -2.00
99 H 5.08 11.00 -1.40
100 H 5.47 11.43 3.35
101 H 7.15 10.79 3.30
102 H 5.89 9.93 4.20
103 C -9.55 -8.92 4.42
104 C -8.11 -8.46 4.57
105 O -7.63 -7.91 3.34
106 C -8.05 -6.65 3.05
107 O -8.78 -5.96 3.75
108 O -7.53 -6.30 1.85
109 C -7.98 -5.03 1.38
110 H -9.65 -9.61 3.58
111 H -9.89 -9.43 5.33
112 H -10.22 -8.08 4.23
113 H -7.48 -9.32 4.80
114 H -8.00 -7.74 5.39
115 H -7.81 -4.24 2.13
116 H -9.04 -5.08 1.12
117 H -7.41 -4.77 0.48

The following is a DFT calculation (wB97M-V/def2-TZVPD) of C15H36F3MnN2O7S as an isolated structure at a distorted geometry.

As for the LUMO energy (spin up / spin down): 2.26 / 2.25 eV. Its spin multiplicity is 6. The HOMO energy (spin up / spin down) comes out at -3.36 / -3.73 eV. The expectation value of S² is 8.753. The calculated total energy is -83759.1133 eV. The total charge is -1. The value obtained for the relative energy (zero: lowest compared OMol25 entry of this formula, charge and spin) is 311.2 kJ/mol.

Element x y z (Å)
1 Mn -0.49 0.20 0.04
2 C -4.04 -1.63 -1.23
3 C -2.52 -1.99 -1.53
4 C -2.24 -2.78 -2.84
5 O -1.73 -0.84 -1.29
6 H -4.14 -1.15 -0.25
7 H -4.82 -2.36 -1.37
8 H -4.31 -0.89 -1.99
9 H -2.33 -2.72 -0.75
10 H -1.16 -2.96 -2.92
11 H -2.54 -2.21 -3.71
12 H -2.70 -3.77 -2.83
13 C -3.90 2.21 0.42
14 C -2.48 2.30 1.02
15 C -2.31 3.63 1.87
16 O -1.99 1.08 1.63
17 H -4.05 1.39 -0.28
18 H -4.24 3.12 -0.08
19 H -4.54 2.12 1.31
20 H -1.75 2.37 0.21
21 H -2.70 4.51 1.35
22 H -1.28 3.78 2.20
23 H -2.87 3.43 2.78
24 C -0.83 -3.62 2.90
25 F -0.13 -4.20 1.93
26 F -2.16 -3.74 2.69
27 F -0.51 -4.10 4.14
28 S -0.35 -1.71 2.87
29 O 1.03 -1.76 3.28
30 O -0.39 -1.27 1.45
31 O -1.34 -0.93 3.68
32 C 2.70 2.88 1.12
33 C 1.37 2.40 0.77
34 C 0.80 2.86 -0.55
35 O 0.05 1.82 -1.18
36 C -0.36 2.06 -2.58
37 N 1.28 0.98 0.92
38 H 2.76 3.96 1.21
39 H 3.42 2.59 0.36
40 H 2.97 2.46 2.09
41 H 0.72 2.80 1.54
42 H 1.66 3.00 -1.21
43 H 0.19 3.76 -0.46
44 H -0.72 3.08 -2.74
45 H -1.19 1.41 -2.83
46 H 0.61 2.13 -3.08
47 H 1.42 0.80 1.91
48 H 2.11 0.55 0.52
49 C 1.79 -3.17 -1.34
50 C 1.89 -1.91 -0.51
51 C 3.38 -1.53 -0.40
52 O 3.68 -0.45 0.56
53 C 4.98 0.09 0.56
54 N 1.26 -0.83 -1.30
55 H 2.52 -3.90 -1.02
56 H 2.19 -3.04 -2.34
57 H 0.80 -3.62 -1.37
58 H 1.41 -2.03 0.46
59 H 3.73 -1.14 -1.36
60 H 3.88 -2.49 -0.26
61 H 5.74 -0.67 0.68
62 H 5.00 0.81 1.39
63 H 5.23 0.64 -0.34
64 H 1.94 -0.47 -1.96
65 H 0.64 -1.31 -1.94

- Which value of calculated total energy does entry 4 give?
  -8486.0087 eV

- What is the formula in the fifth record?
  C33H62BCl2N2O16S

- The lowest calculated total energy belongs to which entry?
  C33H62BCl2N2O16S

- Among the records above, which one has the highest calculated total energy?
  C8H12